[1]
ORCA calculation (ωB97M-V/def2-TZVPD) on a structure of composition C10H18F12O20P2S4Zn.

```
67
Properties=species:S:1:pos:R:3
Zn -0.1481 0.6822 -0.2322
S 1.2888 3.1756 1.5982
S -3.0085 -0.2588 1.1440
S 2.8612 0.5792 -2.0323
S -0.7379 3.1065 -2.7888
P 0.9362 -1.4441 2.3610
P -1.5337 -1.9862 -2.1255
F 0.7151 1.4437 -4.2132
F -1.3242 1.6553 -4.9581
F 5.3118 -0.0408 -1.3666
F -0.9045 4.6110 1.5573
F 4.1957 0.9665 0.2045
F -4.9979 0.8345 2.4863
F 0.0994 3.2459 -5.2733
F 0.7370 5.5467 2.5970
F 3.8211 -1.1353 -0.2522
F -3.5109 -0.0991 3.7822
F -0.3756 3.9104 3.5185
F -3.1128 1.8202 2.8356
O -2.9938 -1.6808 -2.5279
O 0.3559 4.0101 -2.6316
O 0.6411 -2.8777 1.8718
O 0.3557 2.1550 1.1344
O -1.8892 0.5916 0.7687
O 2.9285 -0.4958 -2.9900
O -1.6670 -3.3607 -1.4249
O 1.6112 0.6000 -1.2950
O 2.1798 2.7616 2.6701
O -0.7669 -2.3875 -3.4409
O -0.9139 -0.9388 -1.3337
O 1.9216 3.9373 0.5595
O -2.0342 3.6772 -3.0354
O 0.9484 -0.4596 1.2852
O -0.1989 -1.1734 3.4149
O -0.7259 2.0289 -1.7997
O -4.1232 -0.2482 0.2374
O 2.2202 -1.5537 3.2622
O 3.3223 1.8601 -2.4342
O -2.6266 -1.5678 1.6242
C -0.2227 0.0414 4.1612
C 4.1013 0.0737 -0.7811
C -3.6787 0.6141 2.6608
C 3.2296 -0.5302 3.1631
C -0.2762 2.3135 -4.3880
C -0.2396 -1.4124 -4.3766
C 0.7754 -3.9813 2.7509
C 0.1294 4.3857 2.3697
C -3.3411 -0.3765 -3.0157
C -0.4727 -4.0134 -0.9610
H -2.5152 0.3280 -2.9037
H -0.5728 -0.4227 -4.0940
H 1.3862 -4.7315 2.2543
H 0.3980 0.8033 3.6792
H 3.8491 -0.6038 4.0538
H 0.8435 -1.4139 -4.2715
H 3.8770 -0.7077 2.3093
H 1.1755 -3.6768 3.7200
H 0.1647 -0.0728 5.1770
H -0.7080 -4.3733 0.0328
H -0.5799 -1.7065 -5.3626
H -0.1472 -4.7563 -1.6868
H 0.3337 -3.2748 -0.9110
H 2.8289 0.4747 3.0183
H -4.2004 0.0191 -2.4855
H -3.5587 -0.4568 -4.0838
H -0.1891 -4.4307 3.0086
H -1.2476 0.3967 4.2048
```

Properties
total charge: -2
HOMO-LUMO gap: 8.3095 eV
E_HOMO: -4.40 eV
E_LUMO: 3.91 eV

=====

[2]
ORCA calculation (ωB97M-V/def2-TZVPD) on a structure of composition C10H18F2NO11PSSi2.

```
46
Properties=species:S:1:pos:R:3
S 3.2227 2.8377 -1.3570
P -0.7548 0.0859 -5.2873
Si -0.4552 1.7012 -3.7178
Si 1.2265 1.8758 -1.3374
F 3.7049 2.6947 -2.8523
F -0.1256 3.0734 -4.5115
O -3.2366 -3.0885 1.2434
O 0.3515 1.2230 3.9258
O -0.3054 2.0481 1.9560
O -1.9162 1.2899 -0.5135
O 4.0893 2.0429 -0.5364
O 3.0613 4.2353 -1.0896
O -2.1078 0.7698 -1.8447
O -1.7110 -1.4663 1.4131
O 1.3448 0.6176 -0.2200
O -0.2662 0.5253 -6.6267
O 0.8500 1.2476 -2.7866
N 1.1036 -1.6883 -0.9806
C -1.9747 1.9321 -2.6588
C 2.6921 1.2591 3.6737
C -1.0059 -3.7618 0.9858
C 1.5639 1.1612 4.6946
C 0.5774 1.8161 2.7316
C -1.9697 -2.6238 1.2322
C -3.2445 -4.5206 1.0940
C 2.0574 2.1353 2.5957
C 1.2155 -0.6130 -0.6245
C -1.9148 -4.8557 0.4271
H -2.0067 -4.7404 -0.6536
H -0.5548 -4.0457 1.9382
H -0.1047 -1.0606 -4.7822
H 1.5669 1.9979 5.3965
H 1.5673 0.2307 5.2565
H 2.1953 3.1997 2.7933
H -3.3386 -4.9680 2.0855
H -1.5753 -5.8690 0.6297
H -0.2324 -3.4474 0.2898
H 0.3139 2.8772 -0.8061
H 3.6130 1.6583 4.0930
H -2.1255 -0.2510 -5.2491
H 2.9076 0.2712 3.2646
H -4.1115 -4.7967 0.4995
H -2.8673 2.0534 -3.2891
H -1.7440 0.4969 0.0317
H 2.4067 1.9056 1.5936
H -1.9191 2.8284 -2.0333
```

Properties
total charge: 0
HOMO-LUMO gap: 9.9674 eV
E_HOMO: -9.85 eV
E_LUMO: 0.12 eV

=====

[3]
ORCA calculation (ωB97M-V/def2-TZVPD) on a cluster of 2 separate species, C10H18N in total.

```
29
Properties=species:S:1:pos:R:3
N -0.0461 -0.1825 -0.0067
C -1.8195 2.1868 0.1605
C 0.8555 0.8734 0.4860
C -2.8501 -0.0445 -0.6791
C -3.5240 -0.9732 -1.0618
C -2.1169 1.0105 -0.2206
C 1.5585 1.8992 -0.5013
C 0.1351 -0.6779 -1.3343
C -0.6902 -0.7632 2.2743
C -0.4220 -1.3109 0.9028
C 1.4945 -1.3939 -1.5483
H 1.6497 -2.4422 -1.1336
H 0.3791 -2.0918 0.9228
H -1.2658 -1.6210 0.3629
H -1.1423 2.3166 1.0692
H 2.1683 -0.8717 -0.9596
H 0.2105 -0.2686 2.7361
H -0.1512 0.1714 -2.0704
H -2.0310 3.0659 -0.4105
H -0.7489 -1.3395 -1.6398
H 1.6962 0.3102 1.0584
H -3.8579 -1.8674 -1.4983
H -0.9469 -1.4431 3.0859
H 1.0999 2.9076 -0.3109
H -1.6167 -0.2461 2.3565
H 2.6576 1.9272 -0.2201
H 1.4070 1.5221 -1.5124
H 0.4497 1.6330 1.2432
H 1.6715 -1.4454 -2.6723
```

Properties
total charge: +1
HOMO-LUMO gap (alpha / beta): 6.9903 / 7.0713 eV
E_HOMO (alpha / beta): -12.89 / -12.94 eV
E_LUMO (alpha / beta): -5.90 / -5.87 eV